(1)
Below is a structure of composition C24H44BaN3P2SSi, with properties calculated with the ωB97M-V functional and the def2-TZVPD basis.

The lowest unoccupied orbital energy is -2.31 eV. For the energy above the lowest of the compared OMol25 structures with the same formula, charge and spin, the calculation gives 0.9 kcal per mole. The HOMO-LUMO gap comes out at 7.45 eV.

ORCA input file:
```
! wB97M-V def2-TZVPD RIJCOSX def2/J DEFGRID3
* xyz 1 1
Ba 0.09510 0.11780 -0.07076
C 1.03073 -4.18492 0.70278
P -0.19456 -3.24917 -0.28830
C 0.03537 -4.00629 -1.94274
C -1.77469 -3.99761 0.28203
C -1.98420 -5.36196 0.06781
C -3.13934 -5.99061 0.49468
C -4.11089 -5.25721 1.16083
C -3.91184 -3.90821 1.39151
C -2.75469 -3.25643 0.95772
P -2.53079 -1.47271 1.34614
C -4.23899 -0.80965 1.28009
C -2.25186 -1.53615 3.15588
H 0.88570 -5.26172 0.61079
H 0.94271 -3.90463 1.75258
H 2.03718 -3.93013 0.36781
H 0.06621 -5.09487 -1.91254
H 0.97936 -3.65111 -2.35933
H -0.77201 -3.69565 -2.60630
H -1.23129 -5.95193 -0.43940
H -3.27920 -7.04784 0.31288
H -5.01795 -5.73594 1.50509
H -4.67537 -3.35759 1.92494
H -4.90025 -1.26149 2.01853
H -4.66500 -0.95625 0.28685
H -4.19541 0.26185 1.48246
H -3.03967 -2.09979 3.65724
H -2.21764 -0.52036 3.55159
H -1.28954 -2.00443 3.36365
C 2.26785 1.37557 5.75816
Si 3.37572 2.25598 4.54063
C 5.08774 2.37602 5.29238
C 2.78300 3.98666 4.16880
C 3.55666 1.24605 2.94159
C 4.79964 0.76576 2.56466
C 4.97406 0.01346 1.40129
C 3.86292 -0.23250 0.63758
N 2.63896 0.21448 0.95764
C 2.46773 0.93873 2.08623
S 0.84512 1.49440 2.46198
H 2.24181 1.93077 6.69908
H 2.64876 0.37486 5.97372
H 1.24987 1.28553 5.38228
H 5.02846 2.95039 6.21976
H 5.79538 2.88990 4.63808
H 5.50142 1.39717 5.54477
H 2.78916 4.58334 5.08418
H 1.77237 3.98609 3.76320
H 3.44528 4.47548 3.45060
H 5.66262 0.97480 3.18527
H 5.94403 -0.36317 1.10977
H 3.93428 -0.81158 -0.27876
C -2.65130 1.33795 -1.66910
N -1.58284 0.63814 -2.38256
C -2.11266 -0.57691 -3.00041
C -0.96639 1.50024 -3.39810
C -0.19905 2.67210 -2.80289
N 0.80341 2.26108 -1.81925
C 1.92088 1.55821 -2.44713
C 1.30327 3.41534 -1.06413
H -3.42268 1.71791 -2.35168
H -2.25437 2.18473 -1.10535
H -3.12740 0.65268 -0.96556
H -2.90500 -0.35939 -3.72859
H -2.52674 -1.23219 -2.23039
H -1.31146 -1.10843 -3.51548
H -1.72786 1.89712 -4.08524
H -0.29944 0.87922 -3.99872
H -0.88803 3.35816 -2.30844
H 0.26274 3.23609 -3.62639
H 2.41219 2.16660 -3.21756
H 1.58526 0.63164 -2.92153
H 2.66498 1.31071 -1.68737
H 1.82803 4.13003 -1.71073
H 1.98432 3.07451 -0.28360
H 0.47206 3.92682 -0.57998
*
```

(2)
Below is a structure of composition C24H44BaN3P2SSi, with properties calculated with the ωB97M-V functional and the def2-TZVPD basis.

The lowest unoccupied orbital energy is -2.33 eV. For the energy above the lowest of the compared OMol25 structures with the same formula, charge and spin, the calculation gives 1.9 kcal per mole. The HOMO-LUMO gap comes out at 7.50 eV.

ORCA input file:
```
! wB97M-V def2-TZVPD RIJCOSX def2/J DEFGRID3
* xyz 1 1
Ba -0.07791 0.44722 0.56018
C 3.11279 -2.43582 -0.40053
P 3.18583 -0.64903 0.01579
C 4.46978 -0.63937 1.32478
C 4.09902 0.01778 -1.43479
C 5.36785 -0.49532 -1.71707
C 6.09431 -0.06313 -2.81060
C 5.55405 0.89515 -3.65688
C 4.29784 1.40835 -3.39401
C 3.55524 0.98931 -2.28669
P 1.88208 1.70331 -2.02393
C 2.14095 3.47937 -2.39816
C 1.00399 1.14064 -3.53350
H 4.09571 -2.84155 -0.64094
H 2.45130 -2.58217 -1.25484
H 2.69971 -2.98497 0.44701
H 5.35679 -1.20922 1.05048
H 4.04580 -1.07620 2.23040
H 4.76333 0.38749 1.54284
H 5.79990 -1.25283 -1.07510
H 7.07528 -0.47539 -3.00604
H 6.10856 1.23734 -4.52055
H 3.88797 2.14692 -4.07113
H 2.52514 3.65202 -3.40260
H 2.83195 3.91379 -1.67496
H 1.18102 3.99090 -2.30857
H 1.55430 1.39087 -4.44115
H 0.01847 1.60701 -3.56913
H 0.85990 0.06075 -3.49032
C -4.24581 -2.54939 -3.15861
Si -4.82598 -2.65269 -1.38952
C -5.81234 -4.23290 -1.20186
C -5.93347 -1.22850 -0.91695
C -3.35091 -2.79353 -0.20125
C -3.20063 -3.93279 0.56886
C -2.12115 -4.08859 1.44289
C -1.21612 -3.06500 1.51177
N -1.31881 -1.93532 0.79010
C -2.35977 -1.78397 -0.06290
S -2.46542 -0.31335 -1.00326
H -5.10734 -2.59676 -3.82950
H -3.59357 -3.39278 -3.39660
H -3.70380 -1.62623 -3.35666
H -6.67386 -4.19270 -1.87238
H -6.19492 -4.36780 -0.18771
H -5.23169 -5.11766 -1.47255
H -6.82873 -1.23491 -1.54349
H -5.43328 -0.26868 -1.03860
H -6.25684 -1.32503 0.12231
H -3.93313 -4.72696 0.49382
H -1.99702 -4.97907 2.04227
H -0.35714 -3.13050 2.17336
C 0.64441 3.79640 1.24597
N 1.01627 2.65788 2.08725
C 2.47372 2.58257 2.19124
C 0.41805 2.76167 3.42406
C -1.09741 2.63014 3.41737
N -1.57187 1.37496 2.82331
C -1.37397 0.25189 3.74236
C -2.99396 1.48490 2.47692
H 0.93100 4.75315 1.70228
H -0.43173 3.81548 1.06653
H 1.14845 3.71153 0.28247
H 2.90045 3.48518 2.64822
H 2.90597 2.46128 1.19569
H 2.75785 1.72282 2.79955
H 0.67971 3.72176 3.89275
H 0.85980 1.98053 4.04614
H -1.53968 3.45550 2.85847
H -1.45699 2.73047 4.45122
H -1.92018 0.39685 4.68321
H -0.31548 0.13189 3.98406
H -1.72811 -0.66924 3.27741
H -3.60985 1.71763 3.35494
H -3.34208 0.54775 2.04243
H -3.13356 2.26890 1.73263
*
```

(3)
Below is a structure of composition C24H44Cl3LaN2O4Si in a non-equilibrium geometry, with properties calculated with the ωB97M-V functional and the def2-TZVPD basis.

The lowest unoccupied orbital energy is 0.19 eV. For the energy above the lowest of the compared OMol25 structures with the same formula, charge and spin, the calculation gives 8.0 kcal per mole. The HOMO-LUMO gap comes out at 8.37 eV.

ORCA input file:
```
! wB97M-V def2-TZVPD RIJCOSX def2/J DEFGRID3
* xyz 0 1
C -1.67808 -2.21255 -3.09000
C -1.22945 -3.06202 -1.93494
H -1.71820 -2.80492 -4.01448
H -0.96491 -1.37862 -3.23452
H -2.66870 -1.75307 -2.91669
C -0.59493 -4.23869 -2.06685
C -0.34685 -4.94875 -3.35074
H -0.26452 -4.76951 -1.17544
H -0.22891 -4.28606 -4.22125
H -1.16835 -5.64566 -3.57453
H 0.56823 -5.55213 -3.27381
La -0.04212 0.70017 0.35527
Cl -2.67204 1.23119 0.58246
Cl 1.03838 2.10560 -1.56983
H 0.72791 5.31497 4.16466
H -1.46164 6.21702 3.37200
C 1.00726 5.01473 3.14906
C -1.17526 5.94269 2.34545
N -0.20452 4.85122 2.35616
H 1.53270 4.05920 3.14469
C -0.38532 3.71504 1.69041
O 0.42601 2.74590 1.76060
H -2.05683 5.61361 1.78403
H -1.29970 3.62520 1.08074
H 1.63263 5.79452 2.69921
H -0.75646 6.83937 1.86680
H 1.12877 -1.57317 -2.45692
H 2.26372 -4.04668 -1.30106
C 2.18099 -1.29389 -2.28885
C 3.12732 -3.36414 -1.28769
N 2.69106 -1.98991 -1.11142
H 2.22206 -0.20363 -2.17678
C 2.66219 -1.45282 0.10984
O 2.24640 -0.29367 0.35231
H 3.76665 -3.62782 -0.43757
H 3.01315 -2.10942 0.93131
H 2.77308 -1.62260 -3.15106
H 3.67534 -3.44918 -2.23298
O -0.46932 -1.35356 -0.54667
C -1.37101 -2.38227 -0.58182
C 0.06201 -3.67508 1.07959
C -1.20635 -3.32185 0.61969
H 0.93033 -3.15359 0.66365
C 0.20038 -4.73290 1.98357
H -2.39942 -1.97633 -0.54677
C -2.34691 -3.90719 1.17475
H 1.21247 -5.01069 2.30105
C -0.93390 -5.41764 2.43366
C -2.21876 -4.97897 2.06792
H -3.32098 -3.53132 0.84432
H -0.80369 -6.29345 3.07962
H -3.10828 -5.47786 2.47583
Si -0.61551 4.01142 -3.69421
Cl -1.04652 2.00088 -4.12253
C 1.20868 4.45770 -3.42749
C -1.77024 4.50601 -2.30177
C -1.03668 4.94310 -5.30024
H 1.74474 3.78934 -2.73105
H 1.26165 5.46376 -2.98180
H 1.77346 4.45397 -4.36922
H -0.28548 4.71017 -6.07519
H -1.03081 6.03242 -5.13006
H -2.02578 4.65916 -5.68701
H -1.67183 3.83581 -1.43424
H -2.81931 4.46877 -2.63184
H -1.55117 5.53254 -1.96705
C -0.06806 -0.07905 5.05426
C 1.25307 -0.83544 4.78039
C 1.43042 -0.86872 3.26044
O 0.21871 -0.32079 2.66642
C -0.76318 0.04083 3.69548
H -0.70956 -0.61544 5.75755
H 0.12898 0.91279 5.47666
H 1.16911 -1.86748 5.13569
H 2.11799 -0.37651 5.27030
H 2.27572 -0.25382 2.91029
H 1.56577 -1.88807 2.85971
H -1.62374 -0.64541 3.60787
H -1.12399 1.05323 3.45267
*
```